2 unconnected molecules or ions with the total composition C4H12 at a distorted geometry. Source: OMol25; level of theory: ωB97M-V/def2-TZVPD.

The spin multiplicity is 1. Its SMILES is CC.CC. The calculation puts the relative energy (zero: lowest compared OMol25 entry of this formula, charge and spin) at 27.5 kcal/mol. The value obtained for the molar mass is 60.14 g/mol.

Last columns: bonded neighbours and bond lengths (Å).
Cartesian coordinates (Å):
1 C 0.30419 2.07358 1.02117  C2 1.569, H3 1.073, H4 1.092, H5 1.080
2 C -0.81866 2.03766 -0.07351  C1 1.569, H6 1.079, H7 1.039, H8 1.115
3 H 0.40342 3.11731 1.25158  C1 1.073
4 H 0.12386 1.75260 2.04942  C1 1.092
5 H 1.17541 1.55106 0.65390  C1 1.080
6 H -1.22476 3.02426 -0.23317  C2 1.079
7 H -0.36692 1.82214 -0.98443  C2 1.039
8 H -1.68444 1.34861 0.06365  C2 1.115
9 C -0.35306 -1.84336 -0.11014  C10 1.533, H11 1.063, H12 1.092, H13 1.192
10 C 0.91547 -2.34216 -0.81159  C9 1.533, H14 1.056, H15 1.026, H16 1.132
11 H -1.20793 -2.47384 -0.06472  C9 1.063
12 H -0.34124 -1.34376 0.86038  C9 1.092
13 H -0.89608 -1.13712 -0.90240  C9 1.192
14 H 0.97252 -2.21041 -1.85799  C10 1.056
15 H 1.04686 -3.34044 -0.61343  C10 1.026
16 H 1.71169 -1.66476 -0.37838  C10 1.132

natural (NBO) atomic charge list, values in e, 6 entries: C -0.627; C -0.608; H 0.210; H 0.209; H 0.208; H 0.200